The following is a quantum chemistry calculation of C4H5NO in the gas phase, from the Open Molecules 2025 dataset.

## Properties
LUMO level   -0.36 eV
SMILES   C=C=C(C)N=O
Kohn-Sham gap   0.320 Eh
ΔE to the lowest compared entry with this formula, charge and spin   96.3 kcal/mol
Charge   0
Molecular weight   83.1 g mol⁻¹

Element x y z (Å)
C  -1.80  -0.02  0.26
C  -0.33  -0.24  0.06
N  0.05  -1.67  0.11
O  1.21  -1.92  -0.06
C  1.90  0.97  -0.33
C  0.68  0.58  -0.13
H  -2.23  -0.98  0.57
H  -2.01  0.72  1.04
H  -2.30  0.29  -0.66
H  2.57  1.17  0.50
H  2.30  1.06  -1.34

***

The following is a quantum chemistry calculation of a molecular structure, C3H4MgO3 at a distorted geometry, from the Open Molecules 2025 dataset.

## Properties
LUMO level   -1.73 eV
Kohn-Sham gap   0.227 Eh
ΔE to the lowest compared entry with this formula, charge and spin   0.0 kcal/mol
Charge   0
Molecular weight   112.4 g mol⁻¹

Element x y z (Å)
O  -0.04  -1.21  1.30
C  1.09  -0.64  1.67
O  1.88  -1.15  2.47
C  -1.80  1.10  -1.78
C  -0.67  1.82  -1.85
O  1.32  0.49  1.03
Mg  -0.48  0.39  0.24
H  -2.70  1.50  -1.29
H  -1.90  0.14  -2.30
H  0.24  1.51  -2.38
H  -0.64  2.83  -1.44

***

The following is a quantum chemistry calculation of a molecular structure, C41H111F6O21Y at a distorted geometry, from the Open Molecules 2025 dataset.

## Properties
LUMO level   0.19 eV
Kohn-Sham gap   0.309 Eh
Charge   0
Molecular weight   1143.2 g mol⁻¹

Element x y z (Å)
Y  6.68  -13.18  21.77
C  9.31  -13.32  24.05
O  8.98  -14.68  23.67
O  8.27  -12.59  23.40
C  9.67  -13.08  25.55
F  10.82  -13.65  25.90
F  9.83  -11.75  25.81
F  8.73  -13.49  26.39
C  10.03  -15.65  23.73
C  9.35  -16.91  23.30
H  8.80  -17.39  24.12
H  8.58  -16.76  22.54
H  9.98  -17.70  22.90
H  10.30  -15.83  24.77
H  10.90  -15.44  23.11
H  10.22  -13.02  23.52
C  9.38  -14.63  19.61
O  8.84  -15.96  19.85
O  8.54  -13.84  20.40
C  11.00  -14.62  19.71
F  11.41  -14.94  20.99
F  11.66  -15.45  18.94
F  11.51  -13.42  19.51
C  9.26  -17.02  19.03
C  8.34  -18.23  19.25
H  7.28  -18.01  19.12
H  8.63  -19.07  18.62
H  8.49  -18.64  20.25
H  10.22  -17.39  19.38
H  9.34  -16.88  17.95
H  9.09  -14.42  18.59
C  3.93  -13.60  19.33
O  4.79  -13.21  20.36
H  3.25  -12.80  19.02
H  4.56  -13.85  18.49
H  3.37  -14.47  19.69
C  2.52  -10.00  19.09
C  3.59  -9.77  18.04
O  3.88  -8.37  18.16
H  1.82  -9.18  18.97
H  2.92  -9.98  20.10
H  1.89  -10.89  18.97
H  3.29  -9.98  17.01
H  4.47  -10.39  18.20
H  4.48  -8.20  17.43
C  3.87  -9.57  23.12
C  4.19  -11.03  23.27
O  5.51  -11.36  22.98
H  4.39  -8.93  23.83
H  2.81  -9.43  23.30
H  4.12  -9.24  22.11
H  3.48  -11.55  22.64
H  4.05  -11.34  24.31
H  6.07  -10.83  23.54
C  6.91  -8.77  20.79
C  6.58  -10.11  20.20
O  7.38  -11.07  20.82
H  7.21  -8.81  21.84
H  6.03  -8.13  20.64
H  7.73  -8.30  20.25
H  6.76  -10.09  19.13
H  5.54  -10.32  20.44
H  8.29  -10.76  20.72
C  2.55  -18.24  20.36
C  2.99  -18.23  18.94
O  4.24  -18.78  18.78
H  1.49  -18.03  20.50
H  3.10  -17.53  20.98
H  2.68  -19.24  20.77
H  2.99  -17.19  18.61
H  2.29  -18.78  18.32
H  4.67  -18.45  17.99
C  -0.97  -10.64  21.04
C  0.39  -10.55  21.77
O  0.14  -10.51  23.10
H  -1.56  -9.74  21.27
H  -1.57  -11.50  21.35
H  -0.81  -10.66  19.96
H  0.99  -9.67  21.57
H  0.93  -11.47  21.53
H  -0.29  -9.66  23.25
C  2.73  -16.10  15.06
C  3.45  -15.17  14.03
O  2.57  -14.63  13.09
H  2.12  -15.48  15.72
H  3.53  -16.49  15.70
H  2.22  -16.97  14.65
H  4.06  -15.77  13.36
H  4.12  -14.39  14.39
H  3.05  -13.87  12.75
C  5.88  -17.90  21.97
C  5.48  -16.59  21.27
O  6.48  -15.59  21.51
H  5.08  -18.63  22.10
H  6.27  -17.69  22.96
H  6.68  -18.41  21.43
H  4.60  -16.20  21.78
H  5.19  -16.76  20.23
H  7.23  -16.05  21.13
C  6.39  -15.40  16.89
C  7.24  -16.20  15.97
O  6.46  -16.62  14.80
H  5.46  -15.90  17.18
H  6.07  -14.47  16.42
H  6.98  -15.08  17.75
H  7.54  -17.11  16.48
H  8.07  -15.55  15.66
H  6.87  -16.10  14.10
C  5.53  -11.00  14.81
C  6.08  -10.08  13.74
O  6.19  -10.77  12.48
H  5.34  -10.50  15.77
H  6.10  -11.90  15.06
H  4.56  -11.39  14.50
H  6.99  -9.62  14.12
H  5.32  -9.31  13.58
H  6.53  -10.17  11.81
C  9.47  -11.42  15.97
C  9.43  -11.30  17.49
O  9.54  -9.96  18.00
H  8.77  -10.77  15.47
H  9.09  -12.38  15.61
H  10.51  -11.34  15.64
H  10.19  -11.83  18.07
H  8.46  -11.68  17.82
H  9.46  -9.93  18.96
C  0.07  -16.55  17.20
C  -1.34  -17.10  17.57
O  -2.14  -16.13  18.19
H  -0.05  -15.72  16.50
H  0.81  -17.26  16.85
H  0.56  -16.10  18.07
H  -1.20  -17.96  18.23
H  -1.84  -17.53  16.71
H  -3.01  -16.47  18.43
C  -0.06  -14.26  20.43
C  0.09  -13.55  19.11
O  -1.15  -13.60  18.47
H  -0.94  -13.92  20.98
H  0.80  -14.02  21.06
H  -0.12  -15.34  20.28
H  0.85  -14.03  18.49
H  0.36  -12.50  19.24
H  -1.54  -14.47  18.56
C  6.23  -15.57  25.30
C  5.71  -14.12  24.97
O  5.29  -14.05  23.57
H  5.43  -16.21  24.92
H  6.29  -15.67  26.38
H  7.21  -15.68  24.84
H  6.46  -13.36  25.21
H  4.86  -13.86  25.60
H  4.38  -14.34  23.56
C  -3.20  -9.42  16.68
C  -2.74  -10.35  17.82
O  -1.60  -11.06  17.37
H  -2.29  -8.92  16.32
H  -3.88  -8.64  17.03
H  -3.70  -9.99  15.90
H  -3.58  -11.04  17.95
H  -2.45  -9.77  18.70
H  -1.51  -11.87  17.89
C  0.25  -12.43  14.82
C  1.22  -11.40  15.49
O  0.54  -10.17  15.35
H  -0.70  -12.46  15.36
H  0.70  -13.43  14.86
H  0.04  -12.14  13.80
H  2.18  -11.50  14.97
H  1.33  -11.51  16.57
H  -0.17  -10.29  15.98
C  2.71  -17.48  24.17
C  1.84  -16.23  24.04
O  2.65  -15.11  23.80
H  2.16  -18.39  24.40
H  3.39  -17.38  25.01
H  3.34  -17.60  23.28
H  1.24  -16.14  24.95
H  1.15  -16.35  23.20
H  2.12  -14.32  23.90